33
Properties=species:S:1:pos:R:3:forces:R:3:mulliken_charge:R:1 method="wB97M-V/def2-TZVPD" homo_lumo_gap_ha=0.3486 e_homo_ha=-0.4555 de_lowest_kcal_mol=0.0 e_tot_ev=-32465.6483 smiles=CC[C@H]([NH3+])[Si@](N)(Cl)N(CC)CC total_charge=+1
C 0.7988 2.2036 -2.1742 0.366 -1.839 -1.535 -1.2771
C 1.9699 1.4243 -1.5835 1.960 -0.998 -1.418 -0.3196
C 1.6961 1.1529 -0.1038 -0.706 -1.359 -0.392 -0.3248
N 2.9515 1.3856 0.7531 0.119 -0.935 -4.148 -0.1493
Si 0.7718 -0.5747 0.4002 1.316 1.280 0.052 -0.0453
N 1.2205 -0.5020 2.0868 1.393 -1.648 0.512 -0.5803
Cl 1.8148 -1.9543 -0.6452 0.237 -0.491 -0.033 -0.2915
N -0.8719 -0.5621 0.0649 0.589 -0.677 -1.329 0.7330
C -1.8902 0.0781 0.9262 0.078 -0.864 -0.815 -0.6311
C -2.3991 -0.8055 2.0712 -0.079 2.627 1.880 -0.9968
C -1.4057 -1.2791 -1.1746 0.816 0.088 1.335 -0.7747
C -2.2914 -2.4312 -0.7324 1.599 -1.210 -2.245 -1.2615
H -0.0577 1.5158 -2.3616 0.279 0.856 0.544 0.1641
H 1.0069 2.7013 -3.1100 0.380 -0.358 -0.572 0.4145
H 0.6505 3.0181 -1.5491 -1.150 1.308 1.466 0.4245
H 2.9565 1.9836 -1.7704 -1.311 -0.298 0.617 0.4023
H 2.2205 0.4403 -2.1558 -0.794 1.479 0.945 0.2128
H 0.8907 1.7993 0.2105 0.197 0.838 0.517 0.2774
H 3.7103 0.9860 0.1373 -0.626 0.671 0.910 0.4034
H 3.1159 2.3838 0.8300 0.173 -0.072 1.011 0.3389
H 2.8383 0.7311 1.4935 -0.130 0.062 2.195 0.3716
H 0.4122 -0.2340 2.6069 -0.417 0.201 0.835 0.2047
H 1.7634 -1.2349 2.6539 -1.360 1.322 -1.480 0.2471
H -2.6552 0.2777 0.1344 0.084 0.716 1.380 0.3462
H -1.3897 0.9445 1.3894 -0.803 0.251 -0.466 0.3439
H -1.6876 -0.8148 2.9373 -0.498 -0.307 -0.842 0.1797
H -3.3619 -0.4774 2.5161 0.593 0.920 -0.208 0.3908
H -2.7466 -1.7357 1.8398 0.136 -2.895 -1.092 0.3206
H -0.5890 -1.6342 -1.8382 -0.143 0.013 0.912 0.5003
H -1.9209 -0.6077 -1.8654 -0.399 0.401 0.531 0.3317
H -3.1350 -2.1586 -0.2010 -1.932 0.969 0.641 0.3928
H -2.5736 -2.8495 -1.7346 -0.187 -0.420 1.216 0.3810
H -1.8134 -3.1704 -0.0517 0.218 0.366 -0.923 0.2705